The following is a DFT calculation (ωB97M-V/def2-TZVPD) of a cluster of 2 separate species, C10H17B2Cl4NO in total at a distorted geometry.

Last column: Löwdin charge in e.
Atoms and positions in Å:
1 H -0.2161 2.1271 2.4792  0.071
2 H 3.1804 -0.9251 -1.0327  0.110
3 H 3.2631 0.7451 -3.3044  0.117
4 Cl 1.3242 0.9229 4.1564  0.382
5 H 2.1432 -2.7312 -4.1129  0.119
6 H -2.0107 -1.0849 2.1108  0.117
7 B 1.3806 0.2121 2.3446  -1.916
8 H 0.7438 -2.5325 -1.8941  0.079
9 H 4.2043 -1.2866 -2.4743  0.121
10 C -4.8340 0.6138 2.9669  -0.702
11 N 2.1537 -1.0137 -2.8852  -0.391
12 C 2.3115 -1.6515 -4.2211  0.006
13 H -0.7863 1.9368 0.8425  0.121
14 C 3.2411 -1.4748 -1.9759  0.012
15 Cl -6.4968 0.3417 3.3064  0.654
16 Cl 2.3019 1.4810 1.3059  0.439
17 C -2.1672 1.1021 2.2150  -0.162
18 C -3.0176 2.1456 2.5603  -0.049
19 C 2.2517 0.4841 -2.9844  0.006
20 C -2.6392 -0.2215 2.3535  -0.013
21 H -4.3965 -1.4738 2.7237  0.101
22 H 1.5989 -1.1927 -4.9132  0.117
23 Cl 2.3244 -1.3153 2.5285  0.493
24 H 1.5139 0.8187 -3.7118  0.107
25 H -2.6406 3.1729 2.4725  0.123
26 C -3.9831 -0.4625 2.6716  -0.104
27 H 3.0828 -2.5330 -1.7646  0.110
28 H -5.0029 2.7574 3.0947  0.099
29 H 2.0240 0.9272 -2.0176  0.100
30 O 0.0597 0.2702 1.7828  -0.227
31 H 0.0359 -0.5531 -2.3339  0.088
32 C -4.3514 1.9205 2.8792  -0.115
33 B 0.7849 -1.4785 -2.4077  0.127
34 C -0.7064 1.4252 1.8197  -0.260
35 H 3.3247 -1.4735 -4.5805  0.119

Computed properties:
M (g/mol): 330.7
Charge: 0
Relative energy (zero: lowest compared OMol25 entry of this formula, charge and spin) (kJ/mol): 0.0
Orbital gap (eV): 5.7